Record 1
DFT (ωB97M-V with the def2-TZVPD basis set) results for an isolated molecule of C5H5NO2 at a distorted geometry.

Results
E_tot (eV): -10849.531
HOMO-LUMO gap (eV): 10.33
Highest occupied orbital energy (eV): -9.5
Energy relative to the best compared isomer or geometry (same formula, charge and spin) (eV): 1.7842
Largest force on an atom (eV/A): 2.18
LUMO level (eV): 0.8

Last column: Mulliken charge in e.
Cartesian coordinates (Å):
O -2.93197 0.78622 -0.44331  -0.4642
C -2.33158 0.16334 0.41980  0.0165
C -1.47584 -1.12316 0.40778  -0.3714
C -0.03142 -0.81609 0.22262  0.5137
N 0.95879 -1.66320 0.22347  -0.5614
C 2.01821 -0.88401 -0.22683  -0.2471
C 1.62028 0.39899 -0.41924  -0.1763
O 0.30176 0.46696 -0.09570  -0.2557
H -2.47539 0.57118 1.38331  0.3847
H -1.65005 -1.79271 -0.41591  0.2420
H -1.81555 -1.64420 1.34656  0.2835
H 3.05286 -1.32708 -0.20210  0.3148
H 2.09388 1.42038 -0.62081  0.3209

***

Record 2
DFT (ωB97M-V with the def2-TZVPD basis set) results for an isolated molecule of C5H5NO2 at a distorted geometry.

Results
E_tot (eV): -10845.668
HOMO-LUMO gap (eV): 10.49
Highest occupied orbital energy (eV): -10.2
Energy relative to the best compared isomer or geometry (same formula, charge and spin) (eV): 5.6467
Largest force on an atom (eV/A): 6.74
LUMO level (eV): 0.2

Last column: Mulliken charge in e.
Cartesian coordinates (Å):
O 2.47752 -0.11715 0.51534  -0.5665
C 1.32938 -0.12934 -0.09210  0.5118
C 0.58834 1.19196 -0.67700  -0.1551
C -0.64250 1.45159 -0.25649  -0.3522
C -1.42377 0.61232 0.86506  -0.4128
C -1.83511 -0.56229 -0.06307  -0.0172
N -0.95805 -1.36840 -0.51818  -0.3178
O 0.50932 -1.20926 -0.01819  -0.2372
H 1.23296 1.78167 -1.51532  0.2827
H -0.96296 2.56756 -0.37522  0.2880
H -0.53816 0.15670 1.69099  0.2509
H -2.20646 1.20884 1.62304  0.3287
H -2.81183 -0.91008 -0.43184  0.3966